[1]
{
  "formula": "C7H16N3",
  "method": "wB97M-V/def2-TZVPD",
  "species": ["C", "C", "C", "C", "C", "C", "C", "N", "N", "N", "H", "H", "H", "H", "H", "H", "H", "H", "H", "H", "H", "H", "H", "H", "H", "H"],
  "coordinates": [[-0.837573, 1.183368, 0.872525], [-1.555892, 3.412178, 1.116477], [0.244354, -2.564996, -1.029739], [0.025157, -3.942290, -1.560460], [1.512118, -2.324196, -0.288754], [-0.085152, 2.425349, 2.716572], [0.460168, 1.629160, -1.136854], [-0.580597, -1.610517, -1.181240], [-0.793013, 2.422699, 1.446464], [-0.329192, 0.822273, -0.226348], [-2.096000, 3.390411, 0.185582], [-1.708666, 4.235318, 1.792019], [0.905337, -4.567920, -1.439257], [-0.245061, -3.904655, -2.617201], [-0.807148, -4.407946, -1.029906], [2.355946, -2.540029, -0.945266], [1.578236, -3.007235, 0.557807], [1.584242, -1.301396, 0.067952], [-0.752930, 2.118688, 3.523344], [0.745818, 1.723048, 2.673943], [0.289201, 3.425152, 2.927918], [-0.081786, 1.734414, -2.076840], [1.396815, 1.113996, -1.346627], [0.670619, 2.616902, -0.727578], [-1.425914, -1.846598, -1.694774], [-0.469087, -0.235180, -0.579759]],
  "forces_ev_per_a": [[1.1, 1.0, -0.7], [-3.8, 4.5, -2.0], [0.2, -0.1, 0.0], [-0.2, -0.2, -0.2], [0.1, 0.1, 0.0], [-0.1, -0.2, 0.8], [0.3, 0.6, -0.4], [-0.3, 0.3, 0.1], [3.5, -5.1, 1.8], [-0.9, -0.5, 0.5], [-0.1, -0.1, 0.0], [0.2, 0.0, 0.0], [0.0, 0.0, 0.0], [0.0, 0.0, 0.0], [0.0, 0.0, 0.0], [0.0, 0.0, 0.0], [0.0, -0.1, 0.0], [0.0, 0.1, 0.1], [0.0, 0.1, 0.1], [0.0, 0.1, 0.0], [0.0, 0.0, -0.2], [0.0, 0.0, 0.0], [0.0, -0.1, 0.1], [-0.1, -0.1, 0.1], [0.1, -0.2, -0.1], [0.0, -0.2, -0.1]],
  "lowdin_charge": [0.071, 0.009, -0.417, -0.018, -0.023, -0.013, -0.017, 0.127, -0.234, 0.021, 0.079, 0.083, 0.087, 0.097, 0.101, 0.102, 0.102, 0.066, 0.104, 0.096, 0.106, 0.105, 0.097, 0.096, 0.105, 0.068],
  "largest_force_ha_per_bohr": 0.1244,
  "de_lowest_kcal_mol": 0.00,
  "spin_multiplicity": 3,
  "homo_ev": [-10.0, -14.3],
  "gap_ev": [6.79, 8.71],
  "lumo_energy_ev": [-3.2, -5.6],
  "charge": 1,
  "s2": 2.01
}

***

[2]
{
  "formula": "CH3O3",
  "method": "wB97M-V/def2-TZVPD",
  "species": ["O", "C", "O", "H", "H", "H", "O"],
  "coordinates": [[-0.484870, -0.409967, 0.315032], [-0.840773, -0.901551, -0.791399], [-0.179802, -1.059682, -1.828340], [-1.893155, -1.318767, -0.826414], [1.237283, 1.146735, 1.798799], [0.871290, 0.936346, 0.375785], [1.290027, 1.606886, 0.956537]],
  "forces_ev_per_a": [[-0.2, 0.0, -0.4], [0.2, -0.4, 0.4], [0.0, 0.2, -0.1], [0.1, 0.2, 0.1], [0.0, 0.1, 0.0], [-0.3, 0.0, 0.1], [0.3, 0.0, 0.0]],
  "lowdin_charge": [-0.158, -0.676, -0.128, 0.084, 0.007, -0.006, -0.123],
  "largest_force_ha_per_bohr": 0.0116,
  "de_lowest_kcal_mol": 3.80,
  "homo_ev": -4.3,
  "gap_ev": 8.89,
  "lumo_energy_ev": 4.6,
  "charge": -1
}